1.
# C2H16N2O4

A cluster of 6 separate species, C2H16N2O4 in total (ωB97M-V with the def2-TZVPD basis set, the Open Molecules 2025 dataset).

Structure (XYZ):
```
24
Properties=species:S:1:pos:R:3:mulliken_charge:R:1
C -1.281 1.911 -1.376 -1.035
C -0.123 2.754 -0.990 -0.257
N 0.645 2.532 0.305 -0.525
N -0.814 -0.014 0.621 -0.685
H -1.084 1.117 -2.077 0.347
H -2.229 2.428 -1.419 0.294
H -0.443 3.808 -0.949 0.342
H 0.684 2.716 -1.736 0.285
H 1.317 3.296 0.363 0.221
H 0.026 2.694 1.093 0.186
H -0.751 0.622 -0.213 0.356
H -1.708 0.213 1.050 0.224
H -0.947 -0.949 0.188 0.277
H 0.582 -3.808 2.224 0.238
O 0.527 -2.929 1.857 -0.726
H 1.792 -1.440 -0.691 0.368
H 0.467 -2.169 -1.069 0.412
O 1.372 -1.933 -1.406 -0.746
H -0.179 -2.926 1.098 0.407
H -1.505 -3.247 -0.566 0.076
O -0.972 -2.560 -0.158 -1.055
H 1.135 -0.080 1.058 0.350
H 1.556 -1.419 1.597 0.422
O 1.934 -0.616 1.196 -0.778
```

Values from the calculation:
net charge	-1
HOMO-LUMO gap (spin up / spin down)	8.16 / 7.41	eV
spin multiplicity	2
energy relative to the best compared isomer or geometry (same formula, charge and spin)	0.346	eV
<S²>	0.75


2.
# C2H16N2O4

A cluster of 6 separate species, C2H16N2O4 in total (ωB97M-V with the def2-TZVPD basis set, the Open Molecules 2025 dataset).

Structure (XYZ):
```
24
Properties=species:S:1:pos:R:3:mulliken_charge:R:1
C 1.176 -1.294 -0.724 -0.948
C 0.054 -1.072 -1.738 -0.202
N 0.451 -0.011 -2.666 -0.334
N 0.591 1.674 2.048 -0.654
H 1.301 -0.359 -0.185 0.126
H 0.895 -2.105 -0.063 0.310
H -0.063 -2.028 -2.307 0.397
H -0.933 -0.859 -1.234 0.241
H -0.232 0.089 -3.399 0.300
H 0.474 0.871 -2.086 0.381
H 2.055 -1.512 -1.253 0.466
H -0.415 1.625 2.002 0.263
H 0.885 2.270 2.760 0.211
H -1.684 0.172 0.459 0.430
O -1.773 1.065 0.275 -0.723
H -0.118 -1.423 1.777 0.393
H 0.775 -0.256 2.354 0.448
O 0.697 -1.211 2.318 -0.695
H -0.956 1.369 -0.231 0.449
H -1.993 -2.134 1.158 0.186
O -1.299 -1.603 0.736 -0.654
H 0.880 1.966 1.115 0.191
H 0.293 2.852 -1.336 0.200
O 0.369 1.984 -0.918 -0.782
```

Values from the calculation:
HOMO-LUMO gap	3.94	eV
spin multiplicity	1
energy relative to the best compared isomer or geometry (same formula, charge and spin)	8.850	eV


3.
# C2H16NO5

A cluster of 5 separate species, C2H16NO5 in total (ωB97M-V with the def2-TZVPD basis set, the Open Molecules 2025 dataset).

Structure (XYZ):
```
24
Properties=species:S:1:pos:R:3:mulliken_charge:R:1
C -0.547 1.328 -2.535 -0.626
O -1.590 2.243 -2.697 -0.515
C 0.062 1.220 -1.122 -0.219
N -1.103 0.879 -0.133 -0.226
H 0.238 1.617 -3.266 0.404
H -0.927 0.288 -2.727 0.304
H -1.136 3.108 -3.074 0.359
H 0.826 0.499 -0.988 0.384
H 0.420 2.216 -0.829 0.206
H -2.022 0.878 -0.463 0.336
H -1.205 1.764 0.362 0.370
H -0.759 0.268 0.610 0.267
H 1.798 3.498 1.638 0.322
H 1.333 2.715 2.811 0.330
O 0.982 3.191 2.023 -0.638
H 0.094 -5.155 2.020 0.307
H -0.056 -4.820 3.425 0.287
O -0.042 -4.400 2.611 -0.574
H -0.328 -1.867 2.143 0.271
H -1.247 -2.060 0.876 0.281
O -0.697 -1.454 1.421 -0.646
H 2.967 -2.454 -1.285 0.328
H 2.078 -2.835 -0.331 0.291
O 2.415 -1.969 -0.615 -0.604
```

Values from the calculation:
net charge	+1
HOMO-LUMO gap	11.76	eV
spin multiplicity	1
energy relative to the best compared isomer or geometry (same formula, charge and spin)	1.619	eV


4.
# C2H16NO8

A cluster of 7 separate species, C2H16NO8 in total (ωB97M-V with the def2-TZVPD basis set, the Open Molecules 2025 dataset).

Structure (XYZ):
```
27
Properties=species:S:1:pos:R:3:mulliken_charge:R:1
O -0.565 0.654 1.351 -0.800
C -0.350 -0.300 0.562 0.826
O -1.218 -0.785 -0.216 -0.770
C 1.034 -0.955 0.529 -0.504
N 2.099 0.049 0.598 -0.544
H 1.077 -1.697 1.335 0.234
H 1.163 -1.497 -0.411 0.331
H 2.966 -0.383 0.886 0.188
H 1.918 0.731 1.331 0.171
H -2.332 -3.623 -0.165 0.286
H -1.251 -2.580 -0.468 0.366
O -1.413 -3.555 -0.433 -0.687
H -1.790 1.860 -0.690 0.507
H -0.328 2.251 -0.600 0.316
O -1.088 2.332 -1.190 -0.833
H -0.709 -0.382 -1.956 0.341
H -0.720 1.073 -2.347 0.497
O -0.413 0.208 -2.676 -0.828
H -2.330 0.040 0.000 0.447
H -1.859 0.940 1.071 0.496
O -2.607 0.861 0.452 -1.112
H 0.440 1.410 2.591 0.455
H 0.896 1.117 4.028 0.284
O 1.110 1.670 3.273 -0.698
H 2.475 0.246 -1.601 0.344
H 1.406 0.176 -2.698 0.430
O 2.387 0.140 -2.559 -0.744
```

Values from the calculation:
net charge	-1
HOMO-LUMO gap	9.50	eV
spin multiplicity	1
energy relative to the best compared isomer or geometry (same formula, charge and spin)	0.667	eV


5.
# C2H16NO8

A cluster of 7 separate species, C2H16NO8 in total (ωB97M-V with the def2-TZVPD basis set, the Open Molecules 2025 dataset).

Structure (XYZ):
```
27
Properties=species:S:1:pos:R:3:mulliken_charge:R:1
O -0.011 -0.707 1.039 -0.819
C -0.302 0.398 0.536 0.702
O 0.410 1.438 0.701 -0.830
C -1.552 0.494 -0.325 -0.194
N -2.476 -0.728 -0.211 -0.676
H -2.141 1.374 -0.105 0.188
H -1.268 0.502 -1.367 0.146
H -2.168 -1.250 0.598 0.325
H -2.268 -1.229 -1.088 0.327
H -0.811 3.307 -1.296 0.284
H 0.251 2.421 -0.539 0.409
O 0.108 3.037 -1.319 -0.720
H 2.649 -0.863 1.557 0.467
H 1.548 -1.819 1.132 0.337
O 2.456 -1.818 1.486 -0.723
H 0.960 0.654 -2.109 0.332
H 1.307 -0.776 -1.561 0.298
O 0.833 -0.296 -2.249 -0.643
H 2.256 0.851 0.464 0.343
H 2.643 1.619 1.710 0.310
O 2.913 0.863 1.184 -0.731
H -1.106 -1.160 2.426 0.416
H -0.742 -2.342 3.399 0.283
O -1.437 -1.726 3.149 -0.741
H -1.577 -0.542 -2.678 0.235
H -0.628 -0.796 -3.762 0.361
O -1.586 -0.860 -3.583 -0.686
```

Values from the calculation:
net charge	-1
HOMO-LUMO gap	9.48	eV
spin multiplicity	1
energy relative to the best compared isomer or geometry (same formula, charge and spin)	0.676	eV


6.
# C2H16O5S2

A cluster of 6 separate species, C2H16O5S2 in total (ωB97M-V with the def2-TZVPD basis set, the Open Molecules 2025 dataset).

Structure (XYZ):
```
25
Properties=species:S:1:pos:R:3:mulliken_charge:R:1
C 2.804 -0.767 -0.308 -1.037
C 1.929 0.086 0.604 0.156
S 2.898 1.390 1.352 -0.065
S 1.283 1.990 2.803 -0.281
H 1.996 -1.457 -0.848 0.086
H 3.394 -1.450 0.321 0.377
H 3.466 -0.291 -1.010 0.396
H 1.392 -0.524 1.477 0.160
H 1.104 0.734 -0.008 0.081
H -0.050 2.460 2.491 0.148
O -0.845 0.010 -2.892 -0.601
H -0.776 -0.855 -3.069 0.267
H -0.353 0.199 -2.128 0.278
O -1.489 2.921 -1.464 -0.616
H -0.764 2.942 -2.026 0.300
H -1.835 2.063 -1.461 0.323
O -0.305 -2.483 -1.217 -0.525
H -1.064 -2.949 -0.789 0.281
H 0.148 -3.305 -1.178 0.271
O -1.546 -1.489 2.415 -0.637
H -1.694 -0.928 1.667 0.326
H -0.840 -0.962 2.898 0.302
O -2.655 0.692 0.731 -0.550
H -3.567 0.511 0.482 0.291
H -2.632 1.463 1.161 0.269
```

Values from the calculation:
HOMO-LUMO gap	8.24	eV
spin multiplicity	1
structure (SMILES)	CCSS.O.O.O.O.O
energy relative to the best compared isomer or geometry (same formula, charge and spin)	2.384	eV


7.
# C2H16O7

A structure of composition C2H16O7 (ωB97M-V with the def2-TZVPD basis set, the Open Molecules 2025 dataset).

Structure (XYZ):
```
25
Properties=species:S:1:pos:R:3:mulliken_charge:R:1
O -0.772 -2.015 -1.630 -0.775
H -0.384 -2.820 -1.289 0.375
H -0.141 -1.698 -2.276 0.335
O -1.684 0.079 -1.677 -0.676
H -2.504 0.105 -2.170 0.251
H -1.478 -0.853 -1.605 0.376
O -0.462 -0.692 0.301 -0.824
H -0.553 0.142 -0.159 0.399
H -0.525 -1.354 -0.388 0.380
O -1.254 1.686 -0.123 -0.949
H -0.315 1.520 -0.031 0.518
H -1.463 1.395 -1.011 0.259
O -1.918 -0.644 1.859 -0.738
H -1.157 -0.642 1.278 0.666
H -1.946 -1.532 2.214 0.241
C 1.877 0.341 1.480 -0.710
C 2.008 1.204 0.227 -0.329
O 0.732 1.481 -0.371 -0.415
O 1.423 -0.965 1.169 -0.743
H 1.194 0.778 2.208 0.312
H 2.842 0.284 1.983 0.383
H 2.804 0.781 -0.387 0.303
H 2.301 2.185 0.599 0.331
H 0.867 2.097 -1.095 0.290
H 0.509 -0.863 0.893 0.740
```

Values from the calculation:
HOMO-LUMO gap	8.58	eV
spin multiplicity	1
energy relative to the best compared isomer or geometry (same formula, charge and spin)	7.937	eV


8.
# C2H17AgB2O5

A structure of composition C2H17AgB2O5 (ωB97M-V with the def2-TZVPD basis set, the Open Molecules 2025 dataset).

Structure (XYZ):
```
27
Properties=species:S:1:pos:R:3:mulliken_charge:R:1
Ag 0.193 0.524 0.178 -0.157
C -0.638 -3.761 -0.081 -0.956
C -0.017 -2.480 -0.630 0.664
O 0.544 -1.712 0.242 -0.761
O -0.128 -2.279 -1.831 -0.617
H -1.720 -3.627 -0.167 0.185
H -0.389 -4.005 0.951 0.297
H -0.375 -4.617 -0.703 0.300
B 0.625 1.190 -2.353 0.713
H 1.466 0.337 -2.228 -0.269
H -0.388 0.738 -1.804 -0.101
H 0.960 2.264 -1.919 -0.330
H 0.252 1.258 -3.506 -0.168
B -0.445 2.787 1.016 1.062
H -0.332 2.447 -0.146 -0.113
H 0.577 3.149 1.546 -0.331
H -1.308 3.628 1.034 -0.194
H -0.850 1.762 1.476 -0.475
O -2.141 0.119 -0.121 -0.365
H -2.640 0.897 0.147 0.246
H -2.788 -0.571 -0.292 0.203
O 2.540 0.718 0.114 -0.372
H 3.133 1.323 0.567 0.209
H 3.061 -0.051 -0.129 0.251
O 0.303 -0.081 2.506 -0.379
H -0.090 0.699 2.915 0.247
H 0.594 -0.655 3.218 0.208
```

Values from the calculation:
net charge	-1
HOMO-LUMO gap (spin up / spin down)	8.16 / 6.35	eV
spin multiplicity	2
<S²>	0.75


| no. | maximum force (eV Å⁻¹) |
| --- | --- |
| 1 | 2.2 |
| 2 | 3.7 |
| 3 | 4.6 |
| 4 | 4.5 |
| 5 | 2.4 |
| 6 | 5.6 |
| 7 | 10.1 |
| 8 | 1.7 |